Record 1
C26H34F18O14Pb as an isolated structure at a distorted geometry. Source: the OMol25 dataset; level of theory: ωB97M-V/def2-TZVPD.

For the LUMO energy, the calculation gives 0.4 eV. The value obtained for the calculated total energy is -4055.01492 hartree. The value obtained for the energy relative to the best compared isomer or geometry (same formula, charge and spin) is 0.0 kcal/mol. The calculation puts the frontier orbital gap at 8.0 eV.

Element x y z (Å)
Pb1 24.86 -9.21 5.39
F1 24.18 -4.71 7.90
F2 26.21 -9.26 10.00
F3 30.61 -6.74 6.28
F4 28.85 -10.72 7.01
F5 24.54 -3.02 6.60
F6 28.97 -12.87 7.29
F7 29.59 -7.67 7.94
F8 28.30 -11.57 8.90
F9 28.75 -6.30 3.05
F10 26.72 -7.29 9.24
F11 28.72 -5.93 6.97
F12 23.20 -12.55 9.10
F13 27.21 -4.89 3.73
F14 26.12 -4.48 6.98
F15 27.85 -4.92 1.66
F16 21.16 -11.94 9.51
F17 25.66 -7.49 11.11
F18 21.58 -13.56 8.10
O1 20.83 -11.14 6.96
O2 24.48 -8.24 7.91
O3 26.15 -6.84 1.24
O4 26.08 -7.42 3.40
O5 24.72 -6.33 5.49
O6 23.04 -10.79 7.04
O7 23.49 -4.58 4.84
O8 26.47 -13.07 6.73
O9 29.39 -8.52 4.91
O10 27.44 -8.17 5.94
O11 26.08 -10.91 7.16
O12 23.48 -7.43 9.74
O13 25.76 -10.80 3.92
O14 23.15 -9.44 3.81
C1 26.52 -6.76 2.50
C2 25.10 -7.81 0.98
C3 28.61 -7.96 5.80
C4 21.20 -6.72 9.85
C5 28.75 -9.50 4.04
C6 22.04 -11.32 7.44
C7 24.37 -5.19 5.60
C8 22.00 -12.38 8.55
C9 29.41 -7.05 6.76
C10 19.39 -9.41 6.13
C11 20.69 -10.14 5.93
C12 26.80 -11.86 7.10
C13 24.82 -4.30 6.78
C14 24.49 -7.93 9.07
C15 25.28 -13.27 5.91
C16 22.94 -5.25 3.69
C17 29.70 -9.88 2.93
C18 23.41 -10.73 3.29
C19 23.55 -4.69 2.42
C20 28.27 -11.79 7.58
C21 27.60 -5.69 2.72
C22 24.83 -11.03 2.91
C23 24.68 -14.59 6.34
C24 24.84 -7.82 -0.52
C25 25.80 -8.00 9.89
C26 22.28 -7.25 8.97
H1 24.21 -7.53 1.54
H2 24.57 -8.82 -0.85
H3 28.45 -10.37 4.62
H4 23.05 -6.34 3.70
H5 21.37 -5.71 10.23
H6 24.06 -7.13 -0.85
H7 23.90 -14.84 5.61
H8 22.04 -8.21 8.49
H9 19.32 -8.48 5.57
H10 30.01 -8.99 2.38
H11 23.10 -3.72 2.22
H12 20.30 -6.59 9.25
H13 23.35 -5.38 1.59
H14 19.35 -9.15 7.19
H15 18.49 -10.00 5.93
H16 24.63 -4.66 2.43
H17 21.51 -9.42 5.90
H18 24.18 -14.51 7.30
H19 25.77 -7.53 -1.00
H20 23.17 -11.37 4.18
H21 22.42 -6.59 8.11
H22 25.16 -10.56 1.96
H23 20.83 -10.62 4.96
H24 22.71 -11.05 2.51
H25 30.59 -10.35 3.35
H26 20.98 -7.36 10.70
H27 25.49 -13.18 4.85
H28 29.20 -10.58 2.27
H29 25.31 -15.47 6.34
H30 24.60 -12.47 6.17
H31 25.47 -8.78 1.30
H32 24.85 -12.09 2.57
H33 21.87 -5.08 3.78
H34 27.86 -9.00 3.67

These are the Mulliken partial charges, in e, on atoms 1 to 8: atom 1 (Pb): 4.686, atom 2 (F): -0.222, atom 3 (F): -0.248, atom 4 (F): -0.261, atom 5 (F): -0.135, atom 6 (F): -0.272, atom 7 (F): -0.267, atom 8 (F): -0.248

***

Record 2
C41H60BrN7O7PW as an isolated structure at a distorted geometry. Source: the OMol25 dataset; level of theory: ωB97M-V/def2-TZVPD.

For the LUMO energy (spin up / spin down), the calculation gives -2.8 / -3.0 eV. Its charge is +1. The value obtained for the calculated total energy is -5490.59410 hartree. The value obtained for the energy relative to the best compared isomer or geometry (same formula, charge and spin) is 11.8 kcal/mol. The calculation puts the frontier orbital gap (spin up / spin down) at 6.9 / 7.7 eV. Its spin multiplicity is 3.

Element x y z (Å)
W1 0.14 -0.87 -0.09
Br1 3.27 0.54 -3.09
P1 -0.79 1.64 0.09
O1 -2.73 -0.70 4.10
O2 -2.59 -1.82 -2.86
O3 1.66 -2.52 4.42
O4 -0.93 -2.24 5.87
O5 1.03 -1.52 1.58
O6 -1.34 -1.08 -1.22
O7 -1.27 -0.70 1.36
N1 0.57 -0.31 -2.78
N2 3.33 -0.23 1.11
N3 2.23 -1.38 -0.62
N4 0.00 -3.24 -0.21
N5 4.26 -2.17 0.41
N6 -2.24 -4.01 0.05
N7 -0.66 -5.56 -0.03
C1 0.32 -1.61 2.65
C2 1.37 -3.67 -0.57
C3 1.58 3.70 -2.63
C4 -4.69 3.21 0.38
C5 3.23 -1.31 0.21
C6 -1.03 2.91 -2.44
C7 0.63 -2.09 4.00
C8 -2.64 1.70 0.30
C9 1.50 0.12 -3.63
C10 1.15 1.84 2.14
C11 -3.16 3.13 0.55
C12 0.60 4.81 -2.97
C13 -4.93 0.76 -0.10
C14 -0.84 -0.60 -4.70
C15 1.31 0.29 -5.00
C16 2.04 -2.61 -1.42
C17 -0.94 -1.14 2.54
C18 -1.67 -1.15 3.82
C19 -1.61 -1.29 -2.46
C20 0.11 -0.06 -5.55
C21 -0.33 2.99 -1.08
C22 4.82 -3.22 -0.45
C23 -0.27 2.29 1.77
C24 -1.91 -6.33 -0.15
C25 -0.81 4.23 -3.21
C26 -0.90 -4.20 -0.07
C27 -0.56 -0.70 -3.36
C28 0.45 -6.28 0.59
C29 5.00 -1.81 1.63
C30 -0.43 3.82 2.03
C31 -2.99 -5.26 -0.08
C32 -0.69 -1.88 4.77
C33 0.90 4.54 2.26
C34 1.52 2.41 3.51
C35 -3.07 -2.81 0.00
C36 -5.34 1.91 0.84
C37 -3.55 1.01 -0.74
C38 4.09 -0.77 2.25
C39 1.21 3.04 -1.29
C40 1.69 3.94 3.43
C41 3.96 0.96 0.53
H1 0.93 5.35 -3.86
H2 -2.10 2.74 -2.32
H3 5.11 -2.69 2.26
H4 0.58 5.54 -2.16
H5 2.74 4.20 3.32
H6 2.60 4.08 -2.58
H7 -0.07 0.06 -6.61
H8 0.70 5.60 2.44
H9 -0.97 4.05 -4.27
H10 -0.96 1.76 2.43
H11 -3.61 -5.23 -0.97
H12 3.37 1.32 -0.31
H13 1.87 2.20 1.40
H14 3.40 -1.24 2.95
H15 2.97 -3.00 -1.82
H16 1.62 2.04 -1.23
H17 1.50 4.50 1.35
H18 0.03 -7.06 1.23
H19 0.72 2.15 4.22
H20 1.57 2.96 -3.43
H21 -0.98 4.32 1.23
H22 -3.66 1.65 -1.62
H23 -5.06 4.06 0.95
H24 -1.81 -0.95 -5.03
H25 -3.40 -2.60 -1.01
H26 1.04 -5.63 1.23
H27 -0.64 2.06 -3.00
H28 4.94 -2.88 -1.47
H29 2.43 1.95 3.89
H30 4.63 0.02 2.77
H31 -5.67 0.66 -0.90
H32 1.98 -3.82 0.32
H33 -0.65 3.92 -0.60
H34 2.11 0.68 -5.61
H35 3.98 1.74 1.29
H36 -3.14 0.07 -1.07
H37 6.00 -1.44 1.37
H38 -3.64 -5.39 0.78
H39 1.37 -4.58 -1.16
H40 1.23 0.77 2.15
H41 -6.43 2.02 0.86
H42 -1.93 -6.90 -1.08
H43 1.67 3.62 -0.48
H44 -2.68 3.85 -0.12
H45 1.36 4.40 4.37
H46 4.23 -4.14 -0.43
H47 -4.94 3.40 -0.67
H48 -2.75 1.12 1.21
H49 -2.56 -1.96 0.40
H50 -4.92 -0.18 0.45
H51 1.41 -2.39 -2.26
H52 -1.56 4.95 -2.89
H53 -1.04 3.94 2.93
H54 -3.94 -3.00 0.62
H55 5.81 -3.45 -0.06
H56 -5.02 1.70 1.86
H57 1.10 -6.76 -0.13
H58 4.99 0.78 0.18
H59 -2.91 3.43 1.57
H60 -1.99 -7.03 0.68

These are the Mulliken partial charges, in e, on atoms 1 to 8: atom 1 (W): 0.646, atom 2 (Br): 0.053, atom 3 (P): 0.409, atom 4 (O): -0.578, atom 5 (O): -0.696, atom 6 (O): -0.602, atom 7 (O): -0.498, atom 8 (O): 0.506

***

Record 3
C31H40FN8O3SZr as an isolated structure at a distorted geometry. Source: the OMol25 dataset; level of theory: ωB97M-V/def2-TZVPD.

For the LUMO energy, the calculation gives -8.8 eV. Its charge is +3. The value obtained for the calculated total energy is -2413.60889 hartree. The value obtained for the energy relative to the best compared isomer or geometry (same formula, charge and spin) is 13.1 kcal/mol. The calculation puts the frontier orbital gap at 7.1 eV.

Element x y z (Å)
Zr1 0.06 0.53 0.73
S1 -3.23 2.10 1.45
F1 3.15 1.16 -5.55
O1 1.56 -0.60 1.40
O2 0.59 -2.63 1.22
O3 1.19 0.27 -1.01
N1 -0.33 0.91 2.98
N2 -1.59 0.27 -0.78
N3 -0.33 2.59 -0.42
N4 3.07 -3.19 -2.21
N5 -5.42 3.33 2.26
N6 1.28 2.24 1.54
N7 -1.58 -0.83 1.54
N8 -5.72 1.97 0.47
C1 2.48 0.23 -3.52
C2 3.93 -3.59 -4.96
C3 1.35 -1.79 0.80
C4 -4.90 2.50 1.38
C5 -1.31 0.19 5.01
C6 -1.14 2.47 -1.67
C7 -1.76 -1.20 -0.86
C8 2.58 -3.07 -0.99
C9 3.40 -4.71 -4.08
C10 0.23 2.03 4.99
C11 3.79 -4.44 -2.64
C12 1.99 -1.90 -0.54
C13 -1.37 1.00 -2.05
C14 0.90 3.44 -0.50
C15 -6.82 3.77 2.29
C16 2.45 -0.89 -2.68
C17 1.87 -0.80 -1.38
C18 -0.62 1.18 5.69
C19 -1.14 0.08 3.65
C20 3.54 -1.12 -5.21
C21 3.50 -2.24 -4.42
C22 0.36 1.85 3.63
C23 -1.82 -0.94 2.79
C24 -2.72 -1.94 3.41
C25 2.05 3.78 3.32
C26 3.52 -5.62 -1.72
C27 1.27 2.65 2.75
C28 -2.24 -1.66 0.52
C29 3.00 -2.11 -3.10
C30 1.99 2.85 0.41
C31 3.06 0.11 -4.75
H1 -1.97 -0.49 5.55
H2 2.74 3.59 0.69
H3 -0.81 -1.67 -1.11
H4 -2.48 -1.49 -1.62
H5 2.31 -4.77 -4.16
H6 0.66 4.45 -0.18
H7 3.81 -5.67 -4.39
H8 4.00 -6.49 -2.15
H9 3.56 -3.69 -5.98
H10 -3.32 -1.52 0.61
H11 -5.36 1.37 -0.25
H12 -7.08 4.29 1.36
H13 -3.16 -2.62 2.68
H14 -2.10 2.96 -1.51
H15 -6.70 2.21 0.43
H16 -3.53 -1.44 3.95
H17 2.80 3.39 4.00
H18 -2.23 0.91 -2.71
H19 3.94 -1.18 -6.22
H20 1.25 3.48 -1.52
H21 2.50 2.04 -0.11
H22 1.39 4.43 3.90
H23 -4.78 3.72 2.94
H24 -0.95 3.02 0.28
H25 2.68 -3.92 -0.33
H26 5.02 -3.63 -5.01
H27 0.79 2.79 5.51
H28 -6.94 4.47 3.11
H29 3.94 -5.48 -0.72
H30 -2.16 -2.53 4.14
H31 -0.65 2.99 -2.49
H32 -0.75 1.29 6.76
H33 2.55 4.37 2.56
H34 2.45 -5.83 -1.64
H35 2.07 1.18 -3.19
H36 -2.02 -2.72 0.67
H37 4.85 -4.19 -2.60
H38 -7.49 2.93 2.45
H39 -0.50 0.60 -2.55
H40 -2.42 0.67 -0.33

These are the Mulliken partial charges, in e, on atoms 1 to 8: atom 1 (Zr): -0.421, atom 2 (S): -0.301, atom 3 (F): -0.318, atom 4 (O): -0.552, atom 5 (O): -0.551, atom 6 (O): 0.562, atom 7 (N): 0.250, atom 8 (N): -0.280